Record 1
{
  "formula": "C41H67AsFMnN4P3Si",
  "method": "the ωB97M-V functional and the def2-TZVPD basis",
  "homo_ev": [-5.424, -6.353],
  "gap_ev": [5.386, 6.310],
  "multiplicity": 6,
  "largest_force_ev_per_a": 2.19,
  "elements": ["Mn", "C", "C", "C", "P", "C", "C", "C", "C", "C", "C", "C", "C", "C", "Si", "C", "C", "C", "C", "C", "C", "P", "C", "C", "C", "C", "C", "C", "C", "C", "C", "C", "C", "C", "P", "C", "C", "C", "C", "C", "C", "H", "H", "H", "H", "H", "H", "H", "H", "H", "H", "H", "H", "H", "H", "H", "H", "H", "H", "H", "H", "H", "H", "H", "H", "H", "H", "H", "H", "H", "H", "H", "H", "H", "H", "H", "H", "H", "H", "H", "H", "H", "H", "H", "H", "H", "H", "H", "H", "H", "H", "H", "H", "H", "H", "N", "C", "N", "N", "C", "N", "H", "H", "H", "H", "F", "C", "As", "C", "C", "H", "H", "H", "H", "H", "H", "H", "H", "H"],
  "positions_angstrom": [[-0.1380, 0.3550, 0.6284], [2.3344, -2.6761, 3.5626], [2.6688, -2.2298, 2.1423], [3.1609, -0.7802, 2.1482], [1.3147, -2.3396, 0.8032], [2.1135, -3.7171, -0.2184], [1.3466, -3.9702, -1.5083], [2.3161, -5.0368, 0.5184], [-0.2109, -3.1591, 1.4246], [-0.2336, -4.1849, 2.3650], [-1.4314, -4.7442, 2.7746], [-2.6247, -4.2929, 2.2440], [-2.6075, -3.2814, 1.3017], [-1.4197, -2.7037, 0.8708], [-1.4190, -1.2868, -0.4802], [-3.2541, -0.5914, -0.4511], [-4.3123, -1.3093, -0.9962], [-5.6146, -0.8408, -0.9650], [-5.8849, 0.3910, -0.3925], [-4.8460, 1.1474, 0.1173], [-3.5371, 0.6698, 0.0937], [-2.1743, 1.6836, 0.7899], [-2.6062, 3.4127, 0.1691], [-1.5078, 4.3767, 0.6082], [-2.7581, 3.4436, -1.3464], [-2.6325, 1.8326, 2.6280], [-3.1054, 0.4615, 3.1134], [-3.6238, 2.9048, 3.0718], [-1.4633, -2.3391, -2.1033], [-2.0909, -3.5766, -2.1696], [-2.1977, -4.2660, -3.3651], [-1.6662, -3.7217, -4.5207], [-0.9862, -2.5199, -4.4651], [-0.8711, -1.8297, -3.2626], [0.0041, -0.2319, -3.0630], [-0.9628, 0.8501, -4.2573], [-2.3890, 0.8851, -3.7128], [-0.9544, 0.5078, -5.7424], [1.6929, -0.4124, -3.8971], [1.9772, -1.6581, -4.7283], [2.7030, -0.3009, -2.7507], [3.0736, -2.2659, 4.2529], [2.3564, -3.7601, 3.6628], [1.3532, -2.3156, 3.8649], [3.4871, -2.8512, 1.7619], [2.5061, -0.1589, 2.7552], [3.1712, -0.3691, 1.1358], [4.1667, -0.7244, 2.5670], [3.0976, -3.3039, -0.4813], [0.3605, -4.3806, -1.2981], [1.8936, -4.6838, -2.1265], [1.2137, -3.0513, -2.0756], [1.3543, -5.5126, 0.6993], [2.8305, -4.9077, 1.4692], [2.9193, -5.7037, -0.0992], [0.6777, -4.5768, 2.7866], [-1.4282, -5.5343, 3.5112], [-3.5627, -4.7313, 2.5543], [-3.5402, -2.9261, 0.8863], [-4.1159, -2.2611, -1.4665], [-6.4224, -1.4323, -1.3766], [-6.8985, 0.7641, -0.3454], [-5.0641, 2.1233, 0.5295], [-3.5555, 3.7174, 0.6219], [-0.5602, 4.0937, 0.1418], [-1.3688, 4.3574, 1.6902], [-1.7555, 5.3971, 0.3110], [-1.8404, 3.1128, -1.8288], [-2.9747, 4.4590, -1.6785], [-3.5714, 2.7999, -1.6738], [-1.6650, 2.0525, 3.1075], [-4.1395, 0.2917, 2.8173], [-3.0428, 0.3986, 4.1998], [-2.4913, -0.3349, 2.6861], [-4.6125, 2.7246, 2.6587], [-3.3007, 3.9072, 2.8075], [-3.7062, 2.8678, 4.1577], [-2.4909, -4.0161, -1.2655], [-2.6962, -5.2254, -3.4017], [-1.7698, -4.2339, -5.4685], [-0.5532, -2.1338, -5.3737], [-0.5041, 1.8419, -4.1260], [-2.9053, -0.0430, -3.9511], [-2.9528, 1.7172, -4.1305], [-2.3713, 0.9806, -2.6282], [-1.5720, -0.3660, -5.9314], [0.0523, 0.3182, -6.1097], [-1.3689, 1.3419, -6.3089], [1.8005, 0.4762, -4.5324], [1.7165, -2.5637, -4.1862], [3.0416, -1.6922, -4.9581], [1.4400, -1.6543, -5.6720], [2.5521, -1.1057, -2.0310], [2.5749, 0.6369, -2.2150], [3.7261, -0.3535, -3.1250], [1.6719, 2.4380, 4.5675], [0.9198, 1.6265, 5.3547], [0.8269, 1.9147, 6.6787], [0.2723, 0.5881, 4.9073], [0.2017, 0.2729, 3.6644], [0.0879, -0.0906, 2.5607], [1.9376, 3.3514, 4.8943], [1.6104, 2.3149, 3.5652], [1.5219, 2.5103, 7.0978], [0.4448, 1.1786, 7.2488], [1.3350, 1.2878, -0.1250], [2.5739, 5.8199, 0.7277], [2.1119, 3.9029, 0.5114], [1.7603, 4.0559, -1.4204], [3.9645, 3.2526, 0.4229], [3.2294, 6.1458, -0.0768], [3.0758, 6.0054, 1.6757], [1.6726, 6.4328, 0.7014], [2.6855, 3.9708, -1.9880], [1.3125, 5.0271, -1.6293], [1.0811, 3.2801, -1.7687], [4.5617, 3.9013, -0.2140], [3.9739, 2.2452, 0.0146], [4.4199, 3.2255, 1.4135]],
  "atomic_forces_ev_per_a": [[1.4, 0.5, -1.4], [0.1, 0.0, -0.2], [-0.3, 0.1, -0.1], [0.2, -0.1, -0.2], [0.6, -0.6, -0.2], [-0.1, 0.2, 0.1], [0.2, 0.1, 0.1], [0.1, 0.2, -0.1], [0.3, 0.0, 0.1], [-0.1, -0.1, 0.1], [0.1, -0.1, 0.1], [-0.1, 0.0, 0.0], [-0.2, -0.1, 0.1], [-0.1, 0.5, -0.6], [-1.3, -1.2, 0.0], [0.6, -0.2, 0.0], [-0.4, -0.1, -0.1], [0.0, -0.1, 0.0], [-0.1, 0.1, 0.0], [-0.1, 0.1, 0.0], [0.2, 0.0, 0.1], [-1.6, 1.2, 0.4], [0.3, -0.3, 0.0], [0.0, -0.1, 0.0], [-0.1, -0.1, 0.1], [0.2, -0.2, -0.1], [0.3, 0.0, -0.1], [0.3, -0.1, -0.1], [0.3, 0.5, 0.5], [-0.1, -0.2, 0.0], [-0.1, -0.1, 0.1], [0.0, -0.1, -0.2], [-0.1, -0.2, -0.1], [0.2, 0.3, -0.1], [0.1, 0.4, -0.7], [0.2, -0.1, 0.2], [0.2, 0.1, 0.0], [0.1, 0.1, 0.2], [-0.2, 0.0, 0.3], [0.0, 0.2, 0.0], [0.0, 0.2, -0.1], [0.1, 0.0, 0.1], [-0.1, 0.0, 0.1], [-0.1, 0.0, 0.1], [-0.1, 0.0, 0.0], [0.1, 0.1, -0.1], [0.1, 0.1, 0.1], [0.1, 0.0, 0.0], [-0.1, 0.1, 0.1], [-0.1, 0.0, 0.0], [0.0, -0.1, -0.1], [0.0, 0.0, 0.0], [0.0, -0.1, 0.0], [0.0, 0.0, 0.1], [0.0, -0.1, 0.0], [0.1, 0.0, 0.0], [0.0, -0.1, 0.1], [-0.1, 0.0, 0.1], [-0.1, 0.0, 0.0], [0.0, -0.1, 0.0], [0.0, 0.0, 0.0], [-0.1, 0.0, 0.0], [0.0, 0.1, 0.0], [0.1, -0.1, 0.0], [-0.1, 0.1, 0.1], [0.1, 0.1, 0.0], [0.0, 0.1, 0.0], [0.1, 0.0, -0.1], [0.0, 0.1, 0.0], [0.0, 0.0, -0.1], [-0.2, 0.0, -0.1], [0.0, -0.1, -0.1], [0.0, 0.0, 0.1], [-0.1, -0.1, 0.1], [-0.1, 0.0, -0.1], [0.0, 0.1, -0.1], [-0.1, 0.0, 0.1], [-0.1, -0.1, 0.1], [0.0, -0.1, 0.0], [0.0, -0.1, 0.0], [0.0, 0.0, 0.0], [0.0, -0.1, 0.0], [-0.1, -0.1, 0.0], [-0.1, 0.1, -0.1], [-0.2, 0.0, 0.0], [0.0, -0.1, -0.1], [0.1, 0.0, -0.1], [-0.1, 0.0, -0.1], [-0.1, 0.0, 0.0], [0.0, -0.1, 0.0], [0.1, -0.1, 0.0], [-0.1, -0.1, -0.1], [0.0, -0.1, 0.1], [0.0, 0.0, 0.2], [0.1, -0.1, -0.1], [-0.4, -0.3, 0.3], [0.5, 0.7, -0.2], [0.2, -0.1, -0.5], [-0.3, -0.4, 1.0], [-0.1, -0.4, -1.4], [0.2, 0.4, 2.1], [0.0, 0.0, 0.0], [0.1, 0.1, -0.1], [-0.1, -0.1, 0.0], [0.0, 0.0, 0.0], [0.3, 0.2, 0.1], [0.0, 0.0, -0.1], [0.1, 0.1, 0.2], [-0.2, -0.1, -0.1], [0.0, 0.0, 0.0], [0.1, 0.1, -0.1], [0.0, -0.1, 0.1], [-0.1, -0.1, 0.0], [0.1, 0.0, 0.1], [0.0, 0.1, 0.1], [0.0, -0.1, 0.2], [0.1, 0.1, -0.1], [-0.1, -0.1, 0.0], [-0.1, 0.0, 0.0]],
  "lowdin_spin": [4.44, 0.00, 0.00, 0.00, 0.04, 0.01, 0.00, 0.00, 0.00, 0.00, 0.00, 0.00, 0.00, 0.01, 0.06, 0.01, 0.00, 0.00, 0.00, 0.00, 0.01, 0.07, 0.02, 0.00, 0.00, 0.01, 0.00, 0.00, 0.01, 0.00, 0.00, 0.00, 0.00, 0.00, 0.02, 0.00, 0.00, 0.00, 0.00, 0.00, 0.00, 0.00, 0.00, 0.00, 0.00, 0.00, 0.00, 0.00, 0.00, 0.00, 0.00, 0.00, 0.00, 0.00, 0.00, 0.00, 0.00, 0.00, 0.00, 0.00, 0.00, 0.00, 0.00, 0.00, 0.00, 0.00, 0.00, 0.00, 0.00, 0.00, 0.00, 0.00, 0.00, 0.00, 0.00, 0.00, 0.00, 0.00, 0.00, 0.00, 0.00, 0.00, 0.00, 0.00, 0.00, 0.00, 0.00, 0.00, 0.00, 0.00, 0.00, 0.00, 0.00, 0.00, 0.00, 0.00, 0.01, 0.00, 0.02, 0.05, 0.04, 0.00, 0.00, 0.00, 0.00, 0.12, 0.00, 0.00, 0.00, 0.00, 0.00, 0.00, 0.00, 0.00, 0.00, 0.00, 0.00, 0.00, 0.00]
}



Record 2
{
  "formula": "C5H12NO2P",
  "method": "the ωB97M-V functional and the def2-TZVPD basis",
  "homo_ev": -9.919,
  "smiles": "CN[P@]1(=O)CC[C@H](C)O1",
  "gap_ev": 10.775,
  "largest_force_ev_per_a": 5.30,
  "elements": ["C", "C", "C", "C", "C", "N", "O", "O", "P", "H", "H", "H", "H", "H", "H", "H", "H", "H", "H", "H", "H"],
  "positions_angstrom": [[-0.0185, 1.7113, 0.8333], [-1.2450, 0.8839, 0.2940], [1.0187, 0.6421, 1.1859], [2.5133, 1.1189, 1.2356], [-1.5241, -2.3750, -2.1351], [-0.5638, -1.3454, -1.6156], [-1.1968, -1.8078, 0.8946], [1.0216, -0.2867, 0.1442], [-0.6737, -0.8424, -0.0486], [0.4173, 2.5468, 0.1599], [-0.2891, 2.2660, 1.6533], [-1.9809, 0.7735, 0.9902], [-1.5617, 1.4000, -0.6363], [0.7765, 0.1443, 2.1069], [2.9378, 0.7726, 2.2254], [2.6441, 2.1760, 1.5627], [3.0345, 0.9266, 0.3539], [-2.2561, -2.0208, -2.9708], [-0.9092, -3.0582, -2.7050], [-2.0411, -2.7632, -1.2388], [-0.1039, -0.8626, -2.2897]],
  "atomic_forces_ev_per_a": [[0.8, -0.7, -2.1], [2.5, 1.0, -2.9], [2.1, 1.6, -0.7], [-1.5, 1.4, 4.4], [-0.2, 1.2, -0.9], [-3.1, -2.1, 2.1], [-0.6, -1.0, 0.5], [-3.2, -2.4, -1.1], [4.2, 3.1, -0.8], [-0.7, -1.8, 0.3], [-0.8, 1.1, 2.3], [-2.2, 0.1, 1.8], [-0.4, -0.6, 0.6], [-0.3, -0.1, 0.7], [0.2, -0.9, -1.6], [-0.6, 0.0, -1.1], [0.9, -0.6, -1.1], [0.9, 0.0, 1.9], [0.0, -0.9, 0.5], [0.2, -0.3, -0.9], [1.8, 1.9, -1.9]],
  "nbo_charge": [-0.40, -0.79, 0.08, -0.63, -0.42, -0.97, -1.07, -0.78, 2.24, 0.21, 0.21, 0.24, 0.24, 0.17, 0.22, 0.20, 0.23, 0.18, 0.20, 0.24, 0.40]
}